Formula: C42H30Br4N4O2RuS3Te
Source: OMol25
Level of theory: ωB97M-V with the def2-TZVPD basis set

Calculated values
HOMO-LUMO gap (alpha / beta)   6.0988 / 6.1561 eV
ΔE to the lowest compared entry with this formula, charge and spin   10.7 kcal/mol
Highest occupied orbital energy (alpha / beta)   -6.57 / -6.66 eV
Multiplicity   5
Electronic energy   -13841.21101 hartree
Lowest unoccupied orbital energy (alpha / beta)   -0.47 / -0.51 eV

XYZ file:
```
87
Properties=species:S:1:pos:R:3:lowdin_spin:R:1
Ru 2.27410 -1.56962 1.63395 2.4033
Br -2.25003 -5.57314 5.25700 0.0021
C -0.92450 -4.31843 4.76916 0.0094
C -0.33750 -3.49786 5.72144 0.0031
Br -0.85995 -3.57918 7.53481 -0.0002
C 0.66998 -2.60541 5.32142 0.0097
Br 1.51545 -1.42686 6.53499 0.0027
C 1.09195 -2.52417 4.00434 -0.0019
O 2.07161 -1.69310 3.60828 0.0961
C 0.48840 -3.34060 3.02040 0.0080
O 0.89812 -3.21264 1.75769 0.1347
C -0.51194 -4.22179 3.43122 0.0073
Br -1.29160 -5.28306 2.06761 0.0014
N 2.30803 -1.39981 -0.38407 0.0352
S 1.46588 -0.98478 -1.47833 0.0243
N 0.59476 0.40356 -1.47062 0.0100
S -0.73150 0.94954 -0.93591 0.0028
N -0.83827 1.68527 0.40244 0.0085
S 0.17609 1.24487 1.61166 0.0353
N 0.73637 -0.07475 1.53820 0.0886
C -0.89382 1.54546 2.98927 0.0046
C -2.07378 2.27532 2.89892 0.0018
C -2.87226 2.38179 4.02845 0.0002
C -2.48708 1.76175 5.21128 0.0011
C -1.30653 1.02642 5.28120 0.0000
C -0.49374 0.90680 4.16301 0.0016
C 1.33533 2.58828 1.63565 0.0034
C 0.95232 3.88473 1.96812 0.0009
C 1.91495 4.88042 1.94771 0.0001
C 3.22971 4.57090 1.60399 0.0003
C 3.59196 3.26866 1.28307 0.0012
C 2.63995 2.25816 1.29816 0.0025
C -1.14046 2.20005 -2.10303 0.0017
C -0.95809 1.93154 -3.44981 0.0002
C -1.22145 2.93749 -4.36538 0.0000
C -1.64603 4.18535 -3.92166 0.0001
C -1.81576 4.43076 -2.56986 0.0001
C -1.56359 3.42882 -1.64234 0.0004
C -2.05260 -0.21359 -0.97885 0.0000
C -3.05754 -0.15210 -1.93825 0.0000
C -4.08076 -1.08636 -1.87234 0.0000
C -4.08429 -2.04171 -0.86528 0.0000
C -3.07108 -2.07743 0.08829 0.0001
C -2.03980 -1.15773 0.04319 0.0003
C 2.45003 -0.56570 -2.89649 0.0008
C 3.25135 -1.59089 -3.38534 0.0010
C 4.13887 -1.31120 -4.41003 0.0002
C 4.22700 -0.01972 -4.92488 0.0000
C 3.42284 0.99248 -4.42074 0.0000
C 2.52097 0.72353 -3.39715 0.0002
C 0.40065 -2.21900 -2.18956 0.0011
C -0.17093 -2.01231 -3.44688 0.0007
C -0.93525 -3.02153 -4.00422 0.0000
C -1.10251 -4.22028 -3.31232 0.0008
C -0.51013 -4.41031 -2.07131 -0.0001
C 0.25478 -3.40384 -1.48984 0.0006
H -2.36682 2.72766 1.95778 0.0002
H -3.80219 2.93807 3.98190 0.0000
H -3.12445 1.83698 6.08618 0.0001
H -1.02196 0.52216 6.19920 0.0000
H 0.40918 0.29853 4.18396 0.0003
H -0.07250 4.10812 2.24802 0.0000
H 1.64540 5.89717 2.21118 0.0001
H 3.97932 5.35339 1.60086 0.0000
H 4.62124 3.03003 1.03474 0.0008
H 2.90052 1.22934 1.08031 0.0053
H -0.60277 0.95804 -3.77094 0.0000
H -1.08346 2.75025 -5.42237 0.0000
H -1.83832 4.97489 -4.64054 0.0000
H -2.13994 5.40562 -2.23015 0.0000
H -1.67826 3.59370 -0.57763 0.0001
H -3.05581 0.60956 -2.70787 0.0000
H -4.87910 -1.05872 -2.60504 0.0000
H -4.88972 -2.76727 -0.81747 0.0000
H -3.07374 -2.82926 0.86736 0.0000
H -1.23741 -1.17212 0.78529 0.0001
H 3.18627 -2.58823 -2.95735 0.0002
H 4.77128 -2.09978 -4.80092 0.0000
H 4.93385 0.19768 -5.71756 0.0000
H 3.49820 1.99822 -4.81854 0.0000
H 1.89255 1.50418 -2.98381 0.0000
H 0.00139 -1.08520 -3.98906 0.0000
H -1.38382 -2.88527 -4.98268 0.0000
H -1.69344 -5.01474 -3.75527 0.0000
H -0.63688 -5.34522 -1.53891 0.0000
H 0.71552 -3.53956 -0.50801 -0.0004
Te 4.72722 -1.20124 1.85689 1.0871
```